1.
C24H30BCrF3GeN9O2 | the ωB97M-V functional and the def2-TZVPD basis

Output
<S²> = 6.026
M = 668.977 g/mol
maximum force = 0.40 eV/A
total charge = -1
Kohn-Sham gap (spin up / spin down) = 0.2479 / 0.2766 Eh
HOMO energy (spin up / spin down) = -0.14868 / -0.17905 Eh
multiplicity = 5

```
71
Properties=species:S:1:pos:R:3:forces:R:3:lowdin_spin:R:1
Cr 0.2206 -0.1715 -0.4542 0.362 -0.009 -0.167 3.8211
C 0.5582 0.2004 -4.8107 -0.042 -0.012 0.057 0.0020
C 0.8762 0.5434 -3.4920 0.008 0.090 0.013 0.0129
N 0.2145 -0.2177 -2.6324 -0.094 -0.133 0.051 0.0064
N -0.5368 -1.0682 -3.3682 0.099 0.013 0.069 0.0042
C -0.3419 -0.8344 -4.6760 -0.024 -0.025 -0.050 0.0088
B -1.1924 -2.3318 -2.7799 -0.138 -0.013 -0.106 0.0015
N -2.2635 -2.0128 -1.7089 0.116 0.039 0.076 0.0028
C -3.4892 -2.5569 -1.6461 -0.014 -0.077 0.006 0.0030
C -3.9888 -2.3666 -0.3749 0.005 0.025 -0.055 0.0013
C -2.9627 -1.6797 0.2852 0.073 -0.026 0.090 0.0048
N -1.9294 -1.4655 -0.5197 0.021 0.091 -0.150 0.0244
N -0.1155 -3.2024 -2.1252 0.063 0.091 0.089 0.0010
C 0.2104 -4.4867 -2.3564 -0.031 -0.011 -0.031 0.0011
C 1.1919 -4.8444 -1.4581 0.014 0.010 -0.005 0.0004
C 1.4015 -3.6786 -0.7020 0.026 0.008 -0.007 0.0023
N 0.6124 -2.6989 -1.1095 -0.051 -0.017 -0.005 0.0183
H 0.9308 0.6422 -5.7175 0.005 0.004 -0.019 0.0001
H 1.5470 1.3014 -3.1275 0.003 -0.010 -0.022 0.0008
H -0.8522 -1.4361 -5.4090 0.010 0.003 -0.024 0.0007
H -1.7244 -2.9380 -3.6792 0.009 0.019 0.023 0.0000
H -3.8991 -3.0611 -2.5049 -0.024 -0.007 0.004 0.0003
H -4.9391 -2.6826 0.0179 -0.015 0.004 0.004 0.0002
H -2.9193 -1.3565 1.3128 -0.015 -0.008 0.001 0.0002
H -0.2797 -5.0405 -3.1401 0.003 -0.023 0.001 0.0002
H 1.6867 -5.7956 -1.3656 0.003 -0.012 0.001 0.0001
H 2.0878 -3.5076 0.1098 0.032 -0.008 0.030 0.0000
C 2.9828 -2.6692 4.1896 -0.004 -0.033 0.031 0.0003
N 3.0638 -2.0805 2.8706 0.101 -0.047 -0.059 0.0008
C 4.2754 -1.9162 2.2576 -0.019 -0.007 0.022 0.0005
C 4.3796 -1.3514 1.0503 -0.058 0.012 -0.041 0.0005
C 3.1565 -0.9107 0.3666 -0.008 -0.031 -0.012 0.0041
O 3.1978 -0.4482 -0.7720 0.017 -0.036 -0.005 0.0135
N 1.9628 -1.0486 1.0345 0.056 0.171 -0.029 0.0265
C 1.8798 -1.6262 2.2487 -0.250 -0.034 0.013 0.0040
O 0.8214 -1.7773 2.8688 0.062 0.059 0.002 0.0024
H 3.7765 -3.4092 4.3018 -0.007 0.008 0.010 0.0001
H 2.0138 -3.1468 4.3004 0.006 0.000 -0.005 0.0000
H 3.0852 -1.9183 4.9790 -0.019 0.005 -0.013 0.0000
H 5.1316 -2.2823 2.8127 -0.007 0.003 -0.003 0.0000
H 5.3301 -1.2374 0.5530 0.003 0.009 -0.011 0.0002
C -0.9607 4.2282 0.2802 0.016 0.059 0.032 0.0006
Ge -0.0716 3.2774 -1.2074 -0.024 -0.044 0.059 -0.0003
C -1.5477 2.7670 -2.4076 -0.032 -0.036 -0.036 0.0040
C 0.9245 4.6910 -2.1590 0.010 0.054 -0.062 -0.0018
C 1.0399 1.8288 -0.5954 -0.028 -0.092 0.006 -0.0286
H -1.1855 5.2513 -0.0303 -0.011 0.014 0.025 0.0001
H -0.3251 4.2710 1.1670 0.011 0.000 0.003 0.0000
H -1.9001 3.7517 0.5582 -0.036 -0.031 0.011 0.0000
H -2.2709 3.5837 -2.4691 -0.025 -0.005 -0.026 0.0002
H -2.0560 1.8745 -2.0355 -0.013 -0.008 0.020 0.0025
H -1.1900 2.5408 -3.4126 0.009 -0.006 -0.018 0.0001
H 0.2464 5.4621 -2.5324 0.008 0.019 -0.012 -0.0002
H 1.4744 4.2759 -3.0056 0.008 -0.006 -0.013 0.0000
H 1.6447 5.1594 -1.4855 0.015 0.001 0.000 0.0000
H 1.4417 2.1577 0.3735 -0.014 -0.081 0.052 0.0012
H 1.9153 1.7501 -1.2482 -0.016 -0.027 0.070 0.0024
F -3.6676 3.1114 4.5505 0.094 -0.006 0.034 0.0001
C -2.3686 2.8051 4.7190 0.053 -0.088 -0.135 0.0008
F -2.2773 2.0906 5.8608 0.003 0.086 -0.092 0.0004
F -1.7122 3.9641 4.9349 -0.073 -0.125 0.007 0.0004
C -1.7958 2.0520 3.5421 -0.131 0.183 0.258 0.0062
C -2.5768 1.7360 2.4469 0.141 -0.073 -0.112 -0.0006
C -1.9717 1.0561 1.3970 0.048 0.163 0.212 0.0126
N -0.6949 0.6802 1.4130 -0.170 0.019 0.043 0.0163
C 0.0530 1.0123 2.4684 -0.130 -0.016 -0.012 0.0092
C -0.4564 1.6979 3.5576 0.034 -0.080 -0.162 -0.0009
H -3.6176 2.0163 2.3811 0.003 0.025 0.049 -0.0002
H -2.5351 0.8167 0.5058 0.030 -0.012 -0.005 0.0029
H 1.0910 0.7227 2.4132 -0.014 -0.005 0.005 0.0009
H 0.1900 1.9378 4.3902 -0.043 0.034 0.029 -0.0001
```
Positions in Å, forces in eV/Å.


2.
C24H30BF3O2S2 | the ωB97M-V functional and the def2-TZVPD basis

Output
energy relative to the best compared isomer or geometry (same formula, charge and spin) = 81.2 kcal per mole
M = 482.442 g/mol
maximum force = 3.58 eV/A
Kohn-Sham gap = 0.0611 Eh
HOMO energy = -0.22862 Eh

```
62
Properties=species:S:1:pos:R:3:forces:R:3:lowdin_charge:R:1
C -4.9309 -1.1032 -0.2674 0.077 0.194 -0.013 -0.0174
C -3.6715 -0.4538 -0.8516 0.367 0.096 0.112 -0.4761
C -3.9233 0.0134 -2.2872 0.168 -0.144 0.226 -0.0168
C -3.1338 0.7137 0.0948 -0.106 -0.301 0.110 -0.4791
C -2.1492 1.6219 -0.6521 -0.170 -0.081 -0.097 -0.0169
C -4.2614 1.5333 0.7266 0.240 -0.238 0.010 -0.0195
O -2.4151 0.0299 1.1264 -0.859 -0.244 -1.111 0.0231
B -1.8826 -1.1927 0.4429 -0.127 -0.075 -0.040 -0.8187
C -0.3254 -0.9800 0.1497 -1.058 -0.208 0.211 -0.0947
C 0.2506 -1.4566 -1.0003 0.683 -0.136 -0.396 -0.0048
C 1.6116 -1.3284 -1.1922 0.187 -0.189 -0.404 -0.0150
C 2.3894 -0.7220 -0.2259 0.713 0.225 0.056 -0.1580
C 3.8924 -0.6057 -0.4261 -3.453 -0.898 0.238 -0.5672
F 4.4268 0.0528 0.6265 1.157 0.059 -0.467 0.0868
F 4.4117 -1.8506 -0.5138 0.893 0.927 -0.124 0.1406
F 4.1219 0.0772 -1.5687 1.161 -0.076 0.248 0.1126
C 1.8001 -0.2348 0.9227 0.221 0.234 0.351 -0.0348
C 0.4398 -0.3643 1.1083 0.640 0.189 0.144 -0.0189
C -2.0688 -2.4827 1.4113 0.037 -0.050 0.252 -0.0234
C -1.6213 -3.7332 0.7489 -0.056 0.350 0.462 -0.2330
C -0.4235 -4.3459 1.0943 0.006 -0.073 -0.117 -0.0455
C -0.0132 -5.4969 0.4502 0.207 -0.056 0.053 -0.1048
C -0.7854 -6.0451 -0.5557 0.174 -0.370 -0.083 -0.1226
C -1.9685 -5.4337 -0.9184 -0.167 0.093 -0.068 -0.0921
C -2.3787 -4.2822 -0.2748 -0.172 -0.268 -0.229 -0.0326
O -2.6220 -1.4262 -0.8436 -0.372 1.413 0.512 0.0106
H -5.7876 -0.4329 -0.3081 -0.127 0.058 -0.028 0.0782
H -5.1800 -2.0079 -0.8174 0.072 -0.073 -0.163 0.0847
H -4.7602 -1.3815 0.7697 0.006 0.014 0.095 0.0817
H -4.6661 0.8074 -2.3193 -0.149 0.132 0.012 0.0809
H -3.0045 0.3786 -2.7399 0.062 0.004 0.008 0.0755
H -4.2777 -0.8119 -2.9005 -0.097 -0.162 0.020 0.0824
H -2.6439 2.2136 -1.4198 -0.082 0.108 -0.091 0.0766
H -1.6601 2.3029 0.0404 -0.025 0.041 0.236 0.0843
H -1.3736 1.0228 -1.1236 0.039 -0.056 -0.081 0.0825
H -4.8882 2.0043 -0.0282 -0.062 0.074 -0.144 0.0813
H -4.8863 0.8988 1.3511 -0.007 -0.035 0.007 0.0764
H -3.8507 2.3092 1.3685 0.144 0.130 0.019 0.0791
H -0.3794 -1.9296 -1.7333 -0.082 -0.129 -0.234 0.1221
H 2.0878 -1.7047 -2.0824 0.057 -0.130 -0.267 0.1150
H 2.4245 0.2284 1.6688 0.028 0.115 0.272 0.0951
H -0.0434 0.0108 1.9935 -0.057 0.123 0.262 0.1175
H -1.5211 -2.2905 2.3337 0.075 -0.132 0.184 0.1078
H -3.1290 -2.5264 1.6517 -0.159 -0.075 0.074 0.1036
H 0.1883 -3.9073 1.8665 0.099 0.063 0.186 0.1086
H 0.9123 -5.9726 0.7351 0.168 -0.070 0.042 0.0912
H -0.4714 -6.9547 -1.0466 0.060 -0.083 -0.069 0.0891
H -2.5722 -5.8557 -1.7069 -0.104 -0.054 -0.133 0.0943
H -3.2828 -3.7804 -0.5799 -0.109 0.026 0.016 0.1069
C 5.1081 6.1314 0.1113 -0.368 0.289 -0.231 -0.2885
C 5.6968 4.9447 -0.6498 0.195 1.186 -0.093 -0.4586
S 4.7918 3.4214 -0.4198 0.423 -1.112 2.181 1.0370
C 4.6018 3.4084 1.3171 -0.208 2.060 -1.445 -0.5810
S 4.2114 4.7788 2.3277 0.847 -2.043 -0.007 1.0035
C 5.3162 5.9836 1.6155 0.395 0.835 -0.723 -0.4677
H 5.5289 7.0801 -0.2516 0.162 -0.371 0.146 0.1277
H 4.0309 6.1975 -0.0927 0.212 0.052 -0.027 0.1196
H 5.7636 5.1466 -1.7235 -0.266 -0.203 0.138 0.0977
H 6.7167 4.7422 -0.3092 -0.111 -0.031 -0.126 0.0936
H 4.7122 2.4597 1.8007 -1.030 -0.766 0.062 0.0310
H 6.3346 5.6500 1.8300 -0.125 0.060 0.096 0.0930
H 5.1826 6.9308 2.1460 -0.267 -0.219 -0.029 0.0962
```
Positions in Å, forces in eV/Å.